ORCA calculation (ωB97M-V/def2-TZVPD) on C50H134Br6N18O18P6 as an isolated structure at a distorted geometry.

Last column: Mulliken charge in e.
Element x y z (Å)
C -0.8521 -0.1332 -4.2880  0.4128
Br -1.2426 0.6649 -6.0691  -0.0540
Br -0.2222 -2.0023 -4.5629  0.0201
Br -2.4693 -0.1877 -3.1976  0.0888
H -0.0237 0.4265 -3.8537  -0.4251
C 3.6425 -0.8144 2.9071  -0.3880
Br 3.4179 0.2192 4.5211  -0.0197
Br 1.8907 -1.6832 2.3426  0.1809
Br 4.9734 -2.2294 3.2502  -0.0563
H 4.1455 -0.1617 2.1937  0.2992
O 8.3066 0.1111 -2.1766  -0.8609
P 8.5118 -1.3951 -2.3911  0.0031
N 9.7528 -2.0972 -1.3487  0.3770
C 10.8286 -1.2871 -0.8173  -1.0238
C 9.6091 -3.4569 -0.6879  -0.9996
N 8.8987 -1.9523 -4.0287  0.4156
C 9.9442 -2.9130 -4.2915  -0.9452
C 8.4451 -1.1453 -5.1782  -1.3095
N 7.1425 -2.3215 -1.9869  0.6246
C 7.0774 -3.7874 -2.3904  -0.8866
C 6.3320 -1.8724 -0.8604  -1.5675
H 11.4974 -1.7579 -0.0968  0.3234
H 10.4285 -0.4749 -0.2105  0.3246
H 11.3360 -0.7927 -1.6458  0.2900
H 8.9850 -3.4036 0.2042  0.3397
H 10.5177 -3.8082 -0.1988  0.4056
H 9.3843 -4.3014 -1.3394  0.3434
H 10.9719 -2.5546 -4.3510  0.2584
H 9.8996 -3.4814 -3.3625  0.3472
H 9.6748 -3.5269 -5.1508  0.3395
H 7.6274 -1.5798 -5.7533  0.3142
H 8.2481 -0.1233 -4.8545  0.3897
H 9.2054 -0.9541 -5.9354  0.4517
H 6.4200 -4.0089 -3.2311  0.1211
H 8.0795 -4.1049 -2.6787  0.2784
H 6.8415 -4.2510 -1.4325  0.4236
H 5.2913 -2.0858 -1.1045  0.4634
H 6.2233 -0.8114 -0.6352  0.4930
H 6.4654 -2.3552 0.1077  0.2449
O -1.7726 2.7831 4.4058  -0.8594
P -1.6982 2.1656 5.7828  0.5022
N -1.3539 3.2575 6.9883  0.2754
C -2.4080 4.0591 7.7636  -0.9452
C -0.0597 3.7986 7.1740  -1.2088
N -0.7369 0.7720 5.9281  0.4361
C -0.7780 -0.1993 4.8060  -0.0879
C 0.0638 0.3427 7.1507  -1.0938
N -3.1680 1.4852 6.3422  0.5275
C -4.2554 1.3862 5.4565  -0.2774
C -3.4646 0.7341 7.5895  -1.1172
H -1.8237 4.3736 8.6284  0.3067
H -3.3067 3.4611 7.9148  0.3517
H -2.7860 4.9370 7.2398  0.2482
H 0.5966 3.1216 6.6272  0.2670
H 0.3103 3.8129 8.1991  0.3598
H -0.0576 4.7662 6.6720  0.4659
H -0.4297 0.2700 3.8859  -0.2055
H -0.0598 -0.9472 5.1422  0.5267
H -1.8182 -0.5134 4.7205  -0.2838
H -0.4374 -0.5675 7.4799  0.4442
H 1.0732 -0.0080 6.9354  0.2148
H -0.0014 1.0735 7.9568  0.3419
H -5.1999 1.7308 5.8775  0.3483
H -4.0535 1.9292 4.5332  -0.4272
H -4.3691 0.3220 5.2500  0.0511
H -2.9154 -0.2017 7.4861  0.1658
H -4.4877 0.4770 7.8641  0.3519
H -3.0037 1.3310 8.3765  0.3881
O 1.0198 2.1926 -2.2763  -1.0141
P 1.0042 1.5243 -0.9448  -1.0802
N 1.7695 0.0552 -0.7475  1.9677
C 3.2297 -0.0866 -0.4427  -1.6167
C 1.1471 -1.2327 -1.1758  -0.5839
N -0.6438 1.2179 -0.4952  1.3389
C -0.9826 0.6372 0.8578  -0.8719
C -1.5242 2.2514 -1.0225  -0.9200
N 1.5310 2.4941 0.3228  0.7252
C 1.6988 2.1056 1.6974  -0.6561
C 1.5295 3.9769 0.1656  -0.8895
H 3.8837 0.0796 -1.2988  0.2026
H 3.4753 -1.0686 -0.0386  0.6728
H 3.5717 0.6136 0.3195  0.4341
H 0.4643 -1.0230 -1.9992  -0.1843
H 0.6852 -1.7884 -0.3597  -0.1587
H 1.8905 -1.8548 -1.6742  0.4821
H -1.9787 0.1969 0.8122  0.7038
H -0.3597 -0.1536 1.2758  -0.4342
H -1.0204 1.4357 1.5988  0.1747
H -2.5116 1.7912 -1.0597  -0.1299
H -1.4801 3.1973 -0.4827  0.2471
H -1.2505 2.2953 -2.0766  0.3518
H 1.4811 1.0396 1.7632  -0.1643
H 2.7473 2.2889 1.9323  0.3171
H 1.0254 2.6939 2.3207  0.4930
H 2.4709 4.2990 0.6108  0.3602
H 0.6091 4.4374 0.5247  0.2671
H 1.3923 4.2421 -0.8827  0.1066
O 5.0581 -2.9566 -6.2239  -0.9228
P 4.0900 -1.9154 -6.6062  0.2780
N 2.5600 -2.3908 -7.2455  0.4423
C 1.5671 -1.4522 -7.8261  -0.9911
C 2.0925 -3.7873 -7.0498  -0.8509
N 4.6201 -0.8166 -7.7496  0.4759
C 5.0658 -1.3030 -9.0336  -1.1634
C 5.4854 0.2552 -7.2813  -0.7821
N 3.5915 -0.9251 -5.2457  0.9497
C 2.5931 0.2011 -5.3447  0.1382
C 4.4708 -0.7991 -4.1345  -0.8418
H 1.9829 -0.4796 -8.0893  0.2425
H 0.7615 -1.4324 -7.0921  0.1230
H 1.2754 -1.8428 -8.8009  0.4194
H 1.5539 -4.0367 -7.9640  0.3354
H 1.3266 -3.8892 -6.2809  0.1370
H 2.9430 -4.3997 -6.7502  0.2502
H 4.7762 -2.3397 -9.2052  0.3706
H 4.6945 -0.7514 -9.8973  0.2948
H 6.1547 -1.3437 -9.0589  0.4107
H 5.4654 0.2911 -6.1921  0.2023
H 6.4878 0.0529 -7.6585  0.2947
H 5.1288 1.2537 -7.5341  0.0616
H 1.6223 -0.0065 -5.7948  -0.5475
H 2.3976 0.5885 -4.3448  -0.1218
H 3.0504 1.0005 -5.9278  0.2939
H 5.2373 -1.5551 -3.9645  0.1542
H 3.9476 -0.9059 -3.1842  -0.2224
H 4.9471 0.1811 -4.1565  0.5218
O -6.4732 -4.6054 3.2458  -0.9154
P -5.2274 -3.8317 3.6949  0.1455
N -3.8520 -4.8492 3.9989  0.5183
C -2.7221 -4.4891 4.7741  -0.3192
C -3.9015 -6.2841 3.5069  -1.0661
N -5.5432 -2.8421 5.0096  0.5307
C -5.0298 -3.2209 6.3753  -1.0900
C -6.6297 -1.9282 4.9662  -0.6190
N -4.7422 -2.7144 2.5333  0.9624
C -5.1820 -2.9523 1.1807  -1.6821
C -3.5376 -1.8394 2.8047  -0.5279
H -1.8032 -4.7723 4.2608  -0.0927
H -2.8119 -4.8364 5.8034  0.3528
H -2.6241 -3.4061 4.8500  -0.1619
H -4.8599 -6.6253 3.1156  0.3699
H -3.4684 -7.0275 4.1762  0.4384
H -3.0677 -6.5258 2.8477  0.1609
H -5.0742 -4.3099 6.3941  0.4112
H -3.9767 -2.9437 6.4239  0.2330
H -5.5969 -2.7816 7.1960  0.4030
H -7.5592 -2.4793 5.1089  0.3412
H -6.6359 -1.1804 5.7591  0.3641
H -6.7763 -1.3008 4.0870  -0.2001
H -4.6254 -3.8245 0.8377  0.5168
H -6.2672 -2.9383 1.0795  0.2941
H -4.9072 -2.1495 0.4966  0.4845
H -2.6146 -2.2175 2.3650  0.0898
H -3.4976 -1.5895 3.8650  -0.1526
H -3.6474 -0.9044 2.2553  0.2290
O -6.8246 2.4628 -0.1100  -0.7805
P -7.1212 2.6878 1.3338  0.2430
N -5.8578 3.3687 2.2254  0.6787
C -6.0342 3.8438 3.6640  -0.8212
C -4.5327 3.5527 1.5418  -0.9018
N -7.8028 1.3530 2.2473  0.6892
C -7.7233 0.0236 1.6226  -1.0221
C -8.4768 1.3963 3.5247  -1.0070
N -8.3421 3.9107 1.3987  -0.0309
C -9.8243 3.7221 1.0387  -1.0249
C -7.9995 5.2421 0.7701  -1.0393
H -5.0687 3.8265 4.1696  0.4587
H -6.7612 3.2355 4.2020  0.0150
H -6.4809 4.8380 3.6651  0.2250
H -4.5688 3.0306 0.5856  0.2624
H -3.6995 3.1244 2.0988  0.1422
H -4.3910 4.6211 1.3783  0.3260
H -8.6689 -0.5032 1.7503  0.3579
H -7.4605 0.0624 0.5654  0.1845
H -6.9247 -0.5538 2.0883  0.0791
H -7.8532 1.7637 4.3397  0.0882
H -9.2324 2.1797 3.4660  0.2741
H -9.0837 0.5072 3.6957  0.4869
H -10.3212 3.2741 1.8991  0.1992
H -10.3297 4.6055 0.6482  0.4117
H -9.7363 3.1172 0.1362  0.3533
H -7.0383 5.5569 1.1765  0.2591
H -8.8141 5.9623 0.6939  0.3794
H -7.6074 4.9810 -0.2128  0.3684
C 2.9786 6.3542 3.9184  -0.4945
O 4.3702 6.4830 3.6364  -0.3342
C 4.9899 5.8347 2.5612  0.7940
O 4.4081 4.9881 1.8742  -0.5491
O 6.2858 6.0930 2.5726  -0.3452
C 7.1385 5.4123 1.6185  -0.6350
H 2.4814 5.4759 3.5068  0.1830
H 2.5429 7.3080 3.6206  0.2825
H 2.8301 6.3236 4.9978  0.2322
H 6.7947 5.6374 0.6090  0.2923
H 7.2481 4.4409 2.1007  0.3029
H 8.1293 5.8293 1.7984  0.2483
C 3.3856 4.1382 -9.1140  -0.6144
O 3.5691 4.3461 -7.6841  -0.3707
C 2.5270 4.0281 -6.9338  0.8561
O 1.5700 3.4760 -7.4009  -0.5777
O 2.7961 4.4347 -5.6854  -0.3936
C 2.0658 3.8377 -4.6202  -0.4970
H 2.5791 4.7120 -9.5705  0.3007
H 3.0468 3.1256 -9.3329  0.2382
H 4.3339 4.4014 -9.5827  0.2439
H 2.6213 3.0783 -4.0701  0.1945
H 1.0464 3.6138 -4.9345  0.3554
H 1.8957 4.6123 -3.8724  0.2757
C -2.2308 -4.2422 -2.4324  -0.4870
O -2.0419 -4.6631 -1.1178  -0.2778
C -0.9275 -4.8096 -0.4865  0.8766
O 0.2098 -4.5071 -0.9101  -0.6948
O -1.1904 -5.0513 0.7877  -0.2200
C -0.2129 -5.1559 1.8674  -0.7292
H -1.3549 -4.4592 -3.0438  0.3043
H -2.3683 -3.1609 -2.4337  0.1059
H -2.9522 -4.8113 -3.0188  0.2537
H -0.6587 -5.5702 2.7716  0.2008
H 0.4614 -4.3416 2.1325  0.1494
H 0.4724 -5.9613 1.6035  0.4019
C -5.7514 0.2163 -2.0976  -1.0244
O -6.4184 -1.0246 -1.7601  -0.2439
C -6.0711 -2.1950 -2.4169  0.8987
O -5.0913 -2.1784 -3.2434  -0.5588
O -6.9464 -3.1445 -2.2424  -0.3143
C -6.8826 -4.3688 -3.0700  -0.7052
H -6.4487 1.0538 -2.1195  0.3275
H -5.2896 0.2504 -3.0843  0.5900
H -4.9393 0.6345 -1.5029  0.2243
H -5.8899 -4.5138 -3.4960  0.1995
H -7.4576 -4.4307 -3.9940  0.3233
H -7.0467 -5.2847 -2.5022  0.3399

The HOMO energy is -0.2918 hartree. The HOMO-LUMO gap is 7.228 eV. As for the multiplicity: 1. As for the molar mass: 1941.00 g/mol. The total energy is -21817.59235 a.u.